1.
This record from the OMol25 dataset describes a structure of composition C21H26N4O6Ti at a distorted geometry. The level of theory is ωB97M-V/def2-TZVPD.

Output
Charge = +1
⟨S²⟩ = 0.7574
2S+1 = 2
Highest occupied orbital energy (spin up / spin down) = -10.30 / -10.93 eV
LUMO energy (spin up / spin down) = -2.54 / -2.74 eV

Geometry (Å):
H1 2.53385 -3.52981 -2.82108
H2 -3.75582 2.84438 -2.48104
C1 -0.84730 5.62346 0.21737
C2 2.68171 -3.71389 2.17357
H3 -1.16826 2.59958 -1.53471
H4 -2.15589 5.09269 2.29406
C3 -3.33582 2.29963 -1.63730
H5 2.06393 0.35904 -2.04218
H6 0.90520 0.69294 -3.18768
H7 -3.04056 -0.85898 -0.63223
H8 5.53666 -3.79581 -0.43299
H9 3.70972 -2.13025 -0.63517
C4 -2.32277 3.23376 3.36249
C5 3.70569 -2.85182 0.17228
C6 -1.89879 1.88549 -1.90229
C7 2.67745 -2.81751 1.10847
Ti1 0.13916 0.05895 -0.23907
H10 -0.45200 6.13395 1.09618
H11 -1.72309 1.68148 -2.95814
O1 -0.42773 -1.69795 -1.19075
H12 1.32490 -3.52069 -4.16111
N1 0.57402 -1.81044 1.73933
N2 1.13558 0.11916 -2.38420
C8 -1.87168 4.05013 2.31325
H13 5.53958 -5.38804 1.45736
O2 -1.71617 0.62635 -1.18377
C9 3.70880 -4.63655 2.29245
H14 -4.96945 1.05449 -0.83988
C10 -0.68660 2.17738 1.36565
O3 1.83152 -0.83466 0.05979
O4 -0.57091 4.22609 0.26899
H15 1.49726 -4.93508 -3.10114
H16 -4.22153 0.44263 -2.32445
H17 1.87986 -3.67586 2.89976
C11 4.73239 -3.77882 0.29168
H18 3.71584 -5.32730 3.12512
C12 0.40023 -2.09601 -2.01936
O5 0.15761 1.71366 0.42637
H19 -1.91918 5.81224 0.13794
N3 -0.18637 -0.63144 1.52046
C13 -4.03038 0.96012 -1.38232
H20 -2.94953 3.65959 4.13568
C14 -2.98672 0.22282 -0.58156
H21 -3.39095 2.93525 -0.75051
C15 -1.05904 3.53400 1.32528
C16 -1.15565 1.35649 2.40309
C17 1.61830 -1.79133 0.96018
O6 0.53700 -3.37899 -2.23217
H22 -0.75877 -0.55458 3.47184
H23 -0.34815 5.99732 -0.66965
C18 4.73457 -4.67099 1.35422
C19 -1.96531 1.91102 3.41090
H24 -2.30259 1.27578 4.22224
C20 -0.71712 -0.03340 2.51826
H25 -2.98724 0.54387 0.45941
C21 1.54616 -3.85602 -3.14847
N4 1.13575 -1.23659 -2.77368
H26 1.89861 -1.57092 -3.33674

Atomic forces in eV per Å
0.01 -0.02 0.02
-0.02 0.02 0.03
0.01 -0.14 0.05
-0.06 -0.06 0.00
0.08 0.07 0.05
-0.01 -0.02 0.01
-0.07 0.02 -0.02
0.05 0.04 -0.09
-0.09 0.06 0.07
0.02 -0.12 -0.05
-0.02 0.00 0.01
0.01 -0.01 0.04
0.03 0.10 -0.09
0.15 -0.08 -0.05
-0.02 -0.19 0.13
-0.17 0.02 -0.12
-0.07 0.48 -3.10
0.02 0.00 0.04
-0.01 -0.04 -0.09
0.36 -0.68 -0.60
0.00 -0.03 -0.03
-0.10 0.19 0.18
0.22 -0.28 0.01
-0.09 -0.05 0.15
-0.03 0.02 0.00
-0.55 0.18 0.05
0.00 0.02 -0.01
0.01 0.03 -0.02
0.31 -0.19 -0.17
0.31 -0.85 0.55
0.02 0.21 -0.08
-0.05 -0.07 0.02
-0.02 0.00 0.02
0.05 0.00 -0.02
-0.07 0.04 0.01
0.00 0.00 -0.01
-0.38 -0.04 -0.05
-0.27 1.73 1.07
-0.04 -0.01 -0.01
0.44 -1.12 1.42
-0.05 0.06 -0.09
0.04 -0.02 -0.05
0.23 0.05 -0.12
0.00 -0.03 -0.01
-0.09 0.06 -0.01
-0.08 -0.36 0.20
0.14 0.40 0.16
0.14 -0.10 -0.09
0.05 0.12 0.08
0.03 -0.01 -0.04
-0.03 0.00 0.02
-0.05 -0.08 0.04
0.02 0.05 -0.04
-0.16 0.38 0.30
0.00 0.02 0.12
-0.10 0.08 0.10
-0.08 0.12 0.10
0.06 0.03 -0.01

Charges per atom according to Löwdin partitioning, unit e: H 0.10; H 0.12; C -0.05; C -0.02; H 0.11; H 0.11; C -0.13; H 0.12; H 0.13; H 0.13; H 0.11; H 0.10; C -0.06; C -0.04; C -0.14; C -0.15; Ti 1.05; H 0.10; H 0.13; O 0.01; H 0.11; N 0.14; N 0.06; C 0.01; H 0.11; O -0.27; C -0.06; H 0.13; C -0.22; O -0.17; O -0.08; H 0.11; H 0.13; H 0.11; C -0.07; H 0.11; C -0.53; O -0.14; H 0.10; N -0.10; C -0.14; H 0.11; C -0.14; H 0.12; C -0.22; C -0.14; C -0.40; O 0.05; H 0.15; H 0.10; C -0.07; C -0.04; H 0.12; C -0.01; H 0.12; C 0.00; N 0.06; H 0.14



2.
This record from the OMol25 dataset describes the molecule C5H5N at a distorted geometry. The level of theory is ωB97M-V/def2-TZVPD.

Output
2S+1 = 1
Highest occupied orbital energy = -9.01 eV
LUMO energy = 0.36 eV

Geometry (Å):
H1 -1.14480 1.43704 -1.74272
C1 -0.28070 0.05552 1.25214
C2 -1.04092 0.81425 0.32386
H2 -2.00771 0.47033 -0.21578
H3 1.52841 -1.12820 1.42973
N1 0.35408 0.03398 -1.51597
C3 0.85157 -0.58742 0.77280
H4 -0.54405 -0.01918 2.31741
H5 1.82861 -1.28058 -1.02430
C4 1.04996 -0.64731 -0.61049
C5 -0.58468 0.84031 -1.01296

Atomic forces in eV per Å
0.12 -0.30 0.19
-0.14 0.17 -0.20
-0.77 -1.68 -2.19
-0.73 1.42 2.82
-0.13 0.10 -0.09
0.52 0.73 0.25
0.00 0.24 0.09
-0.11 -0.09 -0.64
-0.04 -0.11 0.13
0.31 0.05 -0.08
0.97 -0.53 -0.28

Charges per atom according to Löwdin partitioning, unit e: H 0.11; C -0.09; C -0.11; H 0.15; H 0.10; N 0.06; C -0.08; H 0.10; H 0.10; C -0.15; C -0.20



Relative energy (zero: lowest compared OMol25 entry of this formula, charge and spin) values, unit kJ/mol, following the record order: 50.3 231.2.